C11H12ClN in the gas phase at a distorted geometry, computed with wB97M-V/def2-TZVPD.

Results
structure (SMILES): C/N=C/C=c1/cccc/c1=C(\C)Cl
charge: 0
F_max: 3.9 eV/A
M: 193.7 g mol⁻¹
HOMO-LUMO gap: 6.87 eV
energy above the lowest of the compared OMol25 structures with the same formula, charge and spin: 418.07 kJ/mol

XYZ file:
```
25
Properties=species:S:1:pos:R:3:forces:R:3:lowdin_charge:R:1
C -1.9603 0.1089 -3.1024 -0.17 -0.42 1.39 -0.14
N -0.9374 0.0805 -2.1230 1.04 0.52 0.31 -0.01
C -0.3487 1.1802 -1.8987 -0.27 -0.93 -0.07 -0.30
C 0.9221 1.2024 -1.1577 -1.90 -1.20 2.00 -0.02
C 1.1981 0.5419 0.0278 -0.37 1.19 -2.09 -0.19
C 2.5765 0.3550 0.3967 2.82 2.37 -1.15 -0.06
C 3.0289 -0.5500 1.2829 -0.71 0.51 -0.03 -0.09
C 2.0363 -1.3389 1.9487 0.87 -1.37 -1.07 -0.09
C 0.7456 -1.1655 1.6712 -0.37 -0.67 1.58 -0.06
C 0.2300 -0.0981 0.8857 -1.24 -0.56 0.11 -0.23
C -1.0922 0.1687 1.0811 1.04 1.38 -0.88 -0.63
C -2.0000 -0.4875 2.0345 2.51 -2.39 -0.66 -0.10
Cl -1.6631 1.6088 0.3921 -1.21 1.04 0.18 0.82
H -2.2107 1.0273 -3.5112 -0.01 2.34 -0.91 0.05
H -1.6366 -0.5330 -3.8423 0.28 -1.49 -1.87 0.06
H -2.8690 -0.2309 -2.6982 -1.25 -0.99 0.62 0.07
H -0.7622 2.0867 -2.3671 0.53 0.17 0.08 0.12
H 1.5841 1.7193 -1.7635 2.15 0.82 -0.44 0.08
H 3.2577 1.1246 -0.1686 -0.93 -1.88 1.13 0.15
H 4.0270 -0.8208 1.5975 0.38 0.76 -0.59 0.10
H 2.4961 -2.2395 2.3530 -0.86 0.12 0.86 0.11
H -0.0127 -1.6971 2.2120 0.18 -0.71 0.07 0.09
H -3.0072 -0.3609 1.9815 -2.81 1.08 -1.00 0.04
H -1.7307 -0.0899 2.9950 0.36 -0.80 0.99 0.10
H -1.8716 -1.5919 1.7729 -0.05 1.12 1.46 0.12
```
Forces are in eV/Å.